[1]
{
  "formula": "C37H34BrN5O3PS2W",
  "method": "wB97M-V/def2-TZVPD",
  "symbols": ["H", "W", "C", "C", "N", "H", "H", "C", "C", "H", "C", "C", "H", "O", "C", "C", "H", "C", "C", "H", "P", "O", "H", "H", "H", "H", "C", "C", "C", "C", "S", "C", "C", "S", "H", "C", "H", "C", "H", "C", "N", "H", "C", "C", "H", "C", "H", "C", "C", "H", "N", "C", "H", "H", "C", "H", "H", "C", "Br", "C", "O", "H", "H", "N", "C", "C", "H", "H", "C", "C", "C", "H", "H", "N", "C", "C", "C", "H", "H", "H", "H", "H", "C", "H"],
  "positions_angstrom": [[3.321, -5.552, 3.190], [-0.916, -1.094, 0.976], [0.830, 10.593, -4.897], [0.133, 10.475, -3.694], [-2.026, -2.251, 4.024], [-0.548, 11.303, -3.479], [-5.397, 0.617, -0.663], [-1.978, 0.853, -1.211], [2.395, 0.509, 3.222], [0.327, 0.741, 3.745], [0.641, -2.039, -2.440], [1.181, -5.438, 2.888], [-0.035, 0.388, -1.838], [2.633, -0.943, 3.160], [-3.578, -0.192, 0.150], [0.488, -3.399, 1.695], [-0.315, 3.241, 3.932], [2.305, -3.192, -1.057], [-0.982, -6.974, -0.895], [0.853, 3.119, 0.316], [-0.207, -2.979, 0.040], [0.610, 5.763, -3.260], [2.321, 3.168, 1.251], [0.635, -5.657, -1.225], [-1.082, -2.058, 3.780], [-5.942, -1.884, 1.545], [-4.889, -2.047, 1.649], [0.809, 8.172, -3.414], [-2.345, -7.039, -0.682], [-4.339, 0.657, -0.546], [-3.395, 1.777, -1.434], [0.589, 3.275, 3.297], [0.162, -4.700, 2.340], [-4.389, -3.253, 2.831], [2.598, -3.620, -0.094], [-1.066, -4.577, -0.348], [0.370, 4.224, 2.765], [2.751, -3.573, 2.642], [-0.826, 1.610, -2.675], [0.727, 6.858, -2.676], [-2.166, -0.132, -0.219], [2.078, 9.538, -6.389], [1.578, -1.392, 2.484], [1.648, -1.659, -3.301], [1.422, 3.295, 3.990], [-3.889, -1.218, 1.145], [-0.394, -1.910, -2.714], [1.441, 2.553, 1.019], [2.929, -2.117, -3.120], [-0.357, 2.025, 2.006], [0.708, -0.421, 2.013], [0.641, 2.171, 2.255], [3.682, -3.103, 2.751], [-4.142, -6.048, -0.224], [0.940, 0.821, 2.837], [-2.988, -3.938, 0.440], [-0.371, -7.817, -1.199], [0.958, -2.774, -1.297], [2.214, 6.881, -5.491], [1.474, 9.502, -5.465], [0.923, 6.850, -1.408], [-2.260, -2.810, 4.827], [-0.854, -5.060, 2.252], [-2.639, -1.531, 1.879], [3.296, -2.852, -1.991], [-2.412, -4.692, -0.117], [3.599, -1.957, -3.978], [-2.884, -7.981, -0.489], [2.472, -4.879, 2.969], [1.648, -2.770, 2.195], [-0.391, -5.744, -0.867], [3.092, 1.025, 2.612], [-0.173, 9.426, -1.880], [-0.812, 1.017, -1.847], [-3.085, -5.895, -0.427], [0.223, 9.359, -2.903], [1.410, 8.317, -4.636], [4.283, -3.183, -1.853], [0.879, 11.574, -5.402], [2.592, 0.871, 4.205], [1.414, -1.048, -4.149], [1.719, 1.647, 0.439], [-2.897, -2.331, 2.952], [1.028, -6.496, 3.184]],
  "mulliken_charge": [0.440, 0.281, -0.275, -0.628, -0.238, 0.352, 0.533, 0.371, -0.863, 0.415, -0.789, -0.546, -0.011, -0.377, -0.231, 0.772, 0.425, -0.128, -0.792, 0.520, 0.755, -0.476, 0.383, 0.426, 0.088, 0.552, -0.390, 0.350, -0.375, -0.209, -0.060, -1.513, -0.973, -0.037, 0.355, -0.183, 0.401, -0.792, 0.325, 0.589, 0.510, 0.381, 0.107, -0.471, 0.346, -0.170, 0.742, -1.529, -0.616, 0.208, 0.399, 0.454, 0.697, 0.369, -0.187, -0.130, 0.461, 0.338, -0.170, -0.739, -0.372, 0.307, 0.570, 0.223, -0.895, 1.057, 0.403, 0.378, -0.665, 0.242, -0.557, 0.438, 0.380, -0.185, -0.871, -0.240, 0.495, 0.540, 0.354, 0.390, 0.509, 0.255, 0.332, 0.465],
  "homo_ev": [-13.25, -13.24],
  "total_charge": 3,
  "e_above_lowest_kcal_mol": 30.62,
  "lumo_ev": [-10.13, -10.06],
  "multiplicity": 3,
  "total_energy_ha": -5707.526623
}

=====

[2]
{
  "formula": "C4H7N",
  "method": "wB97M-V/def2-TZVPD",
  "symbols": ["C", "H", "H", "H", "H", "H", "C", "H", "C", "N", "C", "H"],
  "positions_angstrom": [[-0.472, 1.324, -0.140], [1.183, -1.544, -0.987], [-0.587, 2.035, 0.666], [2.162, -0.821, 0.280], [-0.393, 1.803, -1.111], [-2.329, -1.507, 0.257], [-1.159, 0.005, 0.021], [1.920, 0.068, -1.218], [1.434, -0.599, -0.503], [-2.296, -0.517, 0.027], [0.239, 0.035, 0.063], [0.300, -0.283, 2.646]],
  "mulliken_charge": [-0.631, 0.282, 0.215, 0.264, 0.228, 0.243, 0.479, 0.316, -0.895, -0.652, 0.114, 0.036],
  "homo_ev": [-8.05, -9.29],
  "e_above_lowest_kcal_mol": 47.68,
  "lumo_ev": [1.08, -1.12],
  "multiplicity": 3,
  "total_energy_ha": -211.128421
}

=====

[3]
{
  "formula": "C18H19ClN2O2S",
  "method": "wB97M-V/def2-TZVPD",
  "symbols": ["N", "C", "C", "H", "C", "C", "H", "C", "Cl", "H", "C", "C", "O", "H", "H", "H", "O", "C", "C", "C", "C", "H", "S", "H", "C", "H", "C", "H", "H", "C", "H", "H", "C", "C", "C", "H", "H", "N", "C", "H", "H", "H", "H"],
  "positions_angstrom": [[-1.966, 0.518, 0.081], [2.543, -0.512, 0.674], [4.762, -0.700, -0.543], [1.745, 1.726, 2.412], [5.522, -2.621, -1.247], [-6.142, 0.278, -0.251], [4.768, -2.886, -1.920], [6.769, 2.381, -0.354], [-7.877, 0.118, -0.487], [-3.373, 1.499, -1.824], [-5.339, 1.188, -1.531], [-1.062, -0.488, 0.525], [6.513, 1.128, -0.655], [7.889, 2.455, -0.821], [-5.791, 1.744, -2.097], [-6.007, -1.134, 1.327], [5.848, -1.500, -1.033], [-3.366, 0.331, -0.242], [-4.201, -0.339, 0.878], [4.185, 1.286, 0.190], [-5.461, -0.378, 0.637], [-0.272, 2.025, 0.854], [-1.294, -1.912, 0.678], [6.565, 2.731, 0.860], [3.555, -1.199, -0.202], [5.410, -3.549, -0.450], [-3.881, 1.092, -1.158], [2.006, 2.774, 1.244], [-1.589, 1.197, -0.724], [5.169, 0.609, -0.258], [0.642, 1.801, -0.207], [1.291, -1.010, 2.062], [1.225, -0.921, 1.083], [0.559, 1.499, 0.593], [2.870, 0.863, 0.772], [6.393, -3.097, -1.821], [3.317, -2.272, -0.365], [0.262, -0.121, 0.683], [1.805, 1.647, 1.296], [4.444, 2.432, 0.672], [5.970, 3.017, -0.971], [-3.593, -0.882, 1.458], [0.945, -1.719, 0.584]],
  "mulliken_charge": [-0.143, 0.392, 1.180, 0.321, -0.997, 0.245, 0.445, -0.673, -0.207, 0.593, -0.960, 0.361, -0.294, 0.206, 0.642, 0.200, -0.305, 0.560, -0.564, -0.230, -0.423, 1.025, -0.576, 0.238, -1.262, 0.290, -0.672, 0.382, 0.206, 0.612, 1.017, 0.224, -1.007, -1.987, 0.439, 0.259, 0.319, 0.018, -1.549, -0.027, 0.287, 0.594, 0.822],
  "homo_ev": -8.01,
  "e_above_lowest_kcal_mol": 424.92,
  "lumo_ev": -0.21,
  "total_energy_ha": -1815.070997
}

=====

[4]
{
  "formula": "C14H39N3O4Ti",
  "method": "wB97M-V/def2-TZVPD",
  "symbols": ["H", "H", "H", "C", "H", "O", "H", "C", "C", "C", "H", "H", "H", "H", "C", "C", "H", "N", "O", "H", "H", "H", "H", "H", "H", "H", "H", "H", "H", "H", "H", "C", "H", "H", "C", "N", "H", "H", "H", "H", "H", "H", "H", "H", "O", "H", "H", "C", "C", "H", "H", "Ti", "H", "C", "C", "O", "C", "C", "H", "H", "N"],
  "positions_angstrom": [[3.846, 1.684, -4.646], [-5.529, -4.468, -5.332], [-0.565, 4.460, 1.466], [0.029, 3.939, 3.413], [4.726, -0.154, -2.849], [-3.528, -4.330, -4.777], [-0.375, 3.674, 4.390], [4.372, 0.425, -1.996], [-1.243, -3.763, -3.105], [3.513, 2.286, -3.801], [-3.838, -3.870, -2.867], [0.500, 4.914, 3.537], [-1.272, -2.729, 3.351], [-1.716, -4.538, -2.502], [1.820, 2.624, 4.120], [-2.254, -2.702, -3.528], [-0.425, -3.351, -2.514], [-1.828, 2.857, 2.011], [3.767, -0.315, -0.909], [2.555, 1.879, 3.817], [5.257, 1.007, -1.739], [-3.041, -0.996, -2.492], [-0.879, -4.299, -3.982], [-1.096, -0.541, 5.214], [1.023, -2.125, 4.861], [4.972, -2.037, -0.955], [-2.624, 5.033, 3.501], [3.474, 2.681, -1.188], [2.367, 3.406, 4.646], [-1.877, -2.202, -4.420], [1.202, 2.133, 4.872], [-2.042, 5.187, 2.593], [-4.925, -5.716, -4.163], [-4.371, -2.574, -4.070], [-1.073, -1.581, 5.539], [-2.414, -1.781, -2.381], [-2.095, -1.947, 5.434], [-1.522, 6.145, 2.614], [-2.613, 2.748, 2.637], [4.236, -1.873, 0.573], [2.424, 0.732, -2.862], [-2.842, 5.181, 1.851], [4.293, 2.982, -3.493], [2.082, 2.835, -2.104], [-0.403, -2.324, 3.390], [-0.060, -3.471, 5.089], [-2.991, -2.182, -1.656], [-1.090, 4.059, 2.333], [-3.611, -3.292, -3.762], [-4.473, -5.693, -5.896], [-2.401, 3.020, 1.196], [0.367, 0.465, 0.679], [5.447, -0.734, 0.203], [3.287, 1.357, -2.637], [4.621, -1.278, -0.255], [0.998, 3.001, 3.063], [-4.686, -5.083, -5.018], [-0.013, -2.439, 4.740], [2.691, 2.889, -4.186], [-0.864, -1.410, 6.595], [2.714, 2.196, -1.643]],
  "mulliken_charge": [0.349, 0.300, 0.154, -0.893, 0.368, -0.297, 0.421, -0.663, -1.287, -1.434, 0.372, 0.344, 0.293, 0.272, -0.805, 0.444, 0.333, -0.522, -0.224, 0.273, 0.385, 0.257, 0.338, 0.218, 0.293, 0.311, 0.421, 0.231, 0.320, 0.353, 0.321, -1.658, 0.305, 0.382, -0.999, -0.674, 0.360, 0.408, 0.264, 0.265, 0.180, 0.420, 0.367, 0.236, -0.484, 0.229, 0.249, 0.550, -0.821, 0.241, 0.286, 0.851, 0.323, 0.209, -0.789, -0.237, -0.746, -0.259, 0.415, 0.354, -0.475],
  "homo_ev": [-10.17, -11.51],
  "total_charge": 1,
  "e_above_lowest_kcal_mol": 91.91,
  "lumo_ev": [-3.26, -3.71],
  "multiplicity": 4,
  "total_energy_ha": -1871.024953
}

=====

[5]
{
  "formula": "C6H14N2O2",
  "method": "wB97M-V/def2-TZVPD",
  "symbols": ["H", "C", "H", "O", "H", "H", "C", "H", "O", "C", "C", "H", "C", "H", "H", "H", "H", "H", "H", "C", "H", "N", "N", "H"],
  "positions_angstrom": [[1.144, 1.848, 2.148], [-1.745, 0.745, -0.816], [0.276, -1.393, -3.590], [0.184, -1.133, 1.850], [-0.341, 1.019, 4.185], [1.674, -2.066, -2.499], [-0.664, 0.832, 3.167], [-0.861, 1.843, 2.719], [-1.523, -0.310, -3.004], [0.163, 0.052, 2.227], [-1.032, -0.102, -1.897], [-1.632, 0.255, 0.258], [2.201, 0.789, 0.854], [2.978, 1.464, 1.303], [1.504, -0.590, -3.115], [-1.329, 1.711, -0.487], [2.176, 0.748, -0.246], [-1.617, 0.475, 3.355], [-2.824, 0.761, -0.920], [0.910, -1.346, -2.675], [0.290, -1.053, -0.519], [0.996, 1.000, 1.616], [0.116, -0.870, -1.571], [2.476, -0.207, 1.157]],
  "mulliken_charge": [0.269, -0.817, 0.336, -0.641, 0.348, 0.417, -1.343, 0.323, -0.619, 0.750, 0.647, 0.030, -0.927, 0.329, 0.367, 0.276, 0.223, 0.406, 0.338, -1.122, 0.241, -0.128, -0.070, 0.366],
  "smiles": "CNC(C)=O.CNC(C)=O",
  "homo_ev": -8.85,
  "e_above_lowest_kcal_mol": 60.91,
  "lumo_ev": 0.50,
  "total_energy_ha": -496.960471
}